DFT (ωB97M-V with the def2-TZVPD basis set) results for 13 unconnected molecules or ions with the total composition C45H84O30 at a distorted geometry.

XYZ file:
```
159
Properties=species:S:1:pos:R:3:forces:R:3:lowdin_charge:R:1
C -3.857937 0.970699 1.497844 0.748 -0.456 1.114 -0.029
O -2.702527 1.848669 1.459884 -0.350 1.418 0.090 -0.033
C -2.443157 2.741629 2.483084 -0.140 -1.703 -3.106 -0.592
O -2.988287 2.786459 3.519034 -0.828 0.296 2.091 0.180
O -1.472837 3.512689 2.010324 0.216 0.134 -0.811 -0.001
C -0.795327 4.399359 2.854024 0.459 0.622 1.209 -0.048
H -4.847557 1.349369 1.753464 0.304 0.980 0.068 0.092
H -3.599657 0.282949 2.303084 -0.386 -0.573 -0.391 0.073
H -3.939817 0.516059 0.510574 0.424 -0.068 0.170 0.093
H -0.728827 4.010179 3.870004 0.275 -0.301 -0.063 0.102
H -1.255307 5.376639 3.000504 -0.555 -0.004 -0.507 0.097
H 0.189293 4.570849 2.419034 -0.163 -0.237 0.119 0.082
C -3.446497 7.946359 -4.720266 0.542 -0.611 -1.612 -0.045
O -3.451237 7.507359 -3.394506 -1.594 1.563 -0.040 0.026
C -2.709817 6.517189 -3.030856 2.737 -1.301 -1.696 -0.640
O -1.843087 5.961999 -3.728796 -1.722 0.762 1.528 0.083
O -3.014727 6.294689 -1.783986 -0.383 -1.081 1.851 0.024
C -2.100457 5.499759 -1.011896 1.145 0.732 -0.259 -0.007
H -4.223967 8.694789 -4.873536 0.268 -0.026 0.356 0.101
H -3.623377 7.107639 -5.393586 -0.358 -0.136 0.026 0.098
H -2.454137 8.270399 -5.033836 -0.019 0.508 0.292 0.099
H -2.279047 5.584029 0.060074 -0.855 -0.138 -0.306 0.092
H -1.151307 6.021299 -1.135186 0.427 -0.522 -0.120 0.098
H -2.028717 4.466479 -1.351406 -0.156 0.164 0.124 0.081
C 2.842563 -0.596831 -4.500776 0.403 -0.063 0.117 -0.028
O 2.480573 -1.881261 -3.969156 -0.167 -0.742 -0.566 -0.003
C 2.165493 -2.064061 -2.690366 -0.580 0.114 0.432 -0.567
O 2.399413 -1.274371 -1.804576 -0.100 -0.418 -0.115 0.115
O 1.508103 -3.249701 -2.559476 0.295 0.365 0.036 -0.001
C 0.771713 -3.455371 -1.314776 -0.208 1.313 -0.330 -0.008
H 3.793103 -0.223641 -4.119596 -0.201 0.000 0.584 0.092
H 2.021913 0.108939 -4.372176 0.131 0.035 0.121 0.087
H 3.049063 -0.752061 -5.559716 -0.404 -0.225 0.022 0.097
H 0.117353 -4.326031 -1.357986 0.801 -0.383 -0.459 0.096
H 0.046103 -2.645701 -1.237126 0.149 0.256 0.151 0.077
H 1.428753 -3.406981 -0.446406 0.011 -0.282 -0.200 0.080
C 2.794283 4.269719 1.635464 0.439 -0.238 0.141 -0.030
O 2.062103 3.140739 2.129984 0.262 0.044 -0.206 -0.049
C 2.199743 2.711979 3.392514 2.252 2.346 1.558 -0.571
O 3.025943 3.138689 4.239834 -2.457 -1.522 -2.611 0.083
O 1.230973 1.842859 3.557404 -0.092 -0.292 -0.011 -0.006
C 1.188613 1.128329 4.776344 -0.408 -0.556 0.862 -0.019
H 3.848443 4.033599 1.490194 0.075 -0.152 0.312 0.092
H 2.713513 5.113049 2.321304 -0.082 0.002 -0.093 0.098
H 2.410513 4.473779 0.635874 -0.320 0.014 0.261 0.085
H 0.213353 0.642529 4.807324 0.084 0.029 -0.185 0.087
H 1.241093 1.778359 5.649734 0.295 0.128 -0.177 0.105
H 1.963383 0.361969 4.799314 0.065 0.098 0.071 0.094
C -5.373467 -2.372981 1.354504 1.129 0.614 1.332 -0.034
O -6.576217 -1.773871 0.926334 -1.936 0.008 -0.190 0.001
C -7.204277 -0.916591 1.764964 1.920 0.685 0.059 -0.571
O -6.732467 -0.482761 2.791534 -0.363 -0.491 -0.152 0.117
O -8.319047 -0.488871 1.202314 0.238 -0.978 -1.248 0.019
C -9.056027 0.566509 1.718404 -1.856 0.658 1.472 -0.071
H -5.028147 -3.180981 0.709544 -0.535 0.307 -0.295 0.091
H -5.439567 -2.759811 2.371414 -0.277 -0.123 -0.009 0.103
H -4.634717 -1.573641 1.412874 0.353 -0.285 -0.170 0.073
H -10.073037 0.427629 1.351654 0.165 0.156 -0.526 0.096
H -8.735457 1.590069 1.524324 0.581 -0.298 -0.522 0.100
H -9.233127 0.527739 2.793224 0.651 -0.341 0.256 0.095
C -2.452407 2.378609 -3.639026 -1.626 -0.230 -1.171 -0.009
O -1.396177 1.553049 -4.098046 0.353 1.971 1.868 -0.003
C -1.542177 0.758249 -5.108216 -4.529 0.484 -2.968 -0.643
O -2.500987 0.646019 -5.925546 2.663 0.484 2.752 0.078
O -0.450467 0.108469 -5.138166 2.315 -2.524 0.085 0.007
C -0.303737 -0.866901 -6.148776 0.924 0.103 -1.182 -0.021
H -3.129177 1.710309 -3.106616 -0.101 0.439 0.400 0.107
H -2.984677 2.757009 -4.511726 -0.175 -0.060 -0.055 0.100
H -2.167247 3.280039 -3.096606 0.759 -0.629 0.151 0.067
H -1.078237 -1.630231 -6.223466 -0.191 0.396 0.302 0.095
H 0.661263 -1.343451 -5.976216 -0.170 -0.030 0.152 0.082
H -0.224077 -0.286111 -7.067716 -0.201 -0.482 -0.371 0.108
C -4.678377 -0.437121 5.350574 -0.533 -0.584 0.853 -0.021
O -3.557127 -0.636881 4.491674 -1.323 1.573 -1.168 0.000
C -2.536257 -1.381041 4.807984 -0.212 -1.484 3.393 -0.659
O -2.419717 -1.985001 5.866044 0.150 0.408 -0.799 0.103
O -1.682967 -1.362581 3.842424 2.620 0.176 -2.321 0.021
C -0.365177 -1.996421 4.018494 -0.842 -1.031 1.357 -0.004
H -4.980907 0.601799 5.481824 0.834 0.287 -0.458 0.095
H -4.477977 -0.838011 6.344174 0.077 -0.170 -0.143 0.092
H -5.568367 -0.898231 4.922334 0.317 -0.349 -0.121 0.075
H 0.123733 -1.627291 4.920044 -0.067 0.349 -0.237 0.082
H 0.313853 -1.974531 3.166124 -0.767 0.785 -0.201 0.068
H -0.517607 -3.053501 4.236334 -0.257 -0.080 -0.058 0.087
C 2.869823 3.871339 -3.663526 -0.487 0.624 0.090 -0.150
C 4.102973 3.493999 -2.899066 1.325 -0.463 -0.075 -0.172
C 3.624023 2.501779 -1.856416 0.295 0.511 0.388 -0.209
O 2.366953 3.014149 -1.503416 -1.219 0.335 0.112 -0.158
C 1.730033 3.491489 -2.694696 -0.006 -0.268 -0.483 -0.168
H 2.831333 3.305169 -4.594156 -0.319 0.255 -0.061 0.110
H 2.860393 4.947659 -3.835466 -0.024 -0.129 -0.460 0.112
H 4.529573 4.379019 -2.426976 -0.028 -0.107 0.312 0.114
H 4.901193 3.076139 -3.512536 -0.033 -0.011 -0.182 0.113
H 4.275973 2.540959 -0.983766 -0.123 -0.128 0.196 0.107
H 3.518703 1.456709 -2.147696 0.196 -0.136 -0.493 0.109
H 0.999073 4.258669 -2.439336 0.442 0.372 0.186 0.118
H 1.122963 2.758299 -3.225736 -0.063 -0.767 0.396 0.098
C 6.314823 0.350989 0.639394 -0.429 -0.566 -0.406 -0.163
C 7.747473 0.837959 0.535884 0.567 0.284 0.900 -0.166
C 8.217513 0.533299 -0.900856 -1.339 -0.744 0.893 -0.179
O 7.244013 -0.397491 -1.361276 -1.679 -0.814 -0.751 -0.172
C 6.324423 -0.840041 -0.309956 1.543 0.132 -0.577 -0.169
H 5.632643 1.123239 0.283944 -0.187 -0.127 -0.019 0.095
H 6.035413 0.064899 1.653394 0.002 0.150 0.042 0.101
H 8.324613 0.270889 1.266254 0.286 -0.073 -0.108 0.108
H 7.808063 1.873519 0.870624 0.212 0.111 -0.344 0.110
H 9.148543 -0.032071 -0.941506 0.424 0.704 0.057 0.116
H 8.164363 1.397759 -1.562676 0.411 0.007 0.034 0.115
H 6.781023 -1.746791 0.086804 0.322 0.021 0.810 0.101
H 5.393433 -1.254481 -0.696736 -0.225 0.919 -0.526 0.108
C -3.850087 -3.387171 -2.640966 -0.912 1.205 0.621 -0.169
C -2.738717 -2.380571 -2.870246 -0.197 0.080 -0.471 -0.156
C -1.838067 -3.195111 -3.772096 -0.093 -0.145 0.624 -0.170
O -1.940807 -4.551231 -3.240176 1.414 0.414 -1.029 -0.129
C -3.099697 -4.672981 -2.465766 -0.518 0.843 0.389 -0.220
H -4.558447 -3.314851 -3.466246 -0.040 -0.364 -0.034 0.121
H -4.349067 -3.139301 -1.704126 -0.468 -0.049 -0.152 0.103
H -2.210027 -2.097061 -1.960186 -0.077 -0.160 0.159 0.095
H -3.110507 -1.460921 -3.322046 0.064 0.019 -0.138 0.117
H -0.836787 -2.771771 -3.692556 0.361 -0.697 -0.233 0.102
H -2.168797 -3.209011 -4.810616 -0.003 0.064 -0.093 0.116
H -2.842797 -4.597911 -1.409136 0.232 -1.001 0.273 0.102
H -3.680737 -5.557181 -2.727836 0.254 -0.129 0.143 0.128
O -3.074577 -5.398281 2.675774 0.916 -0.216 0.481 0.120
C -1.887357 -5.470641 2.499394 -0.557 0.517 -1.030 -0.444
O -0.940477 -5.566401 3.472784 -0.568 -0.482 -0.108 0.020
C 0.361643 -5.726371 2.889024 -0.009 0.643 -0.410 -0.141
C 0.230303 -5.123821 1.483504 1.567 -0.008 0.508 -0.194
C -1.195337 -5.379721 1.125364 0.126 0.206 0.388 -0.075
H 0.651673 -6.772741 2.793724 -0.214 -0.173 0.445 0.125
H 1.052823 -5.175171 3.526644 0.047 -0.205 -0.065 0.115
H 0.925013 -5.614881 0.802084 0.072 0.028 -0.028 0.113
H 0.514613 -4.072221 1.520964 -0.329 0.125 -0.018 0.094
H -1.226647 -6.336921 0.604894 -0.597 0.051 -0.089 0.136
H -1.572677 -4.547891 0.530564 -0.517 -0.349 0.047 0.101
O -1.428007 -1.741371 0.785514 0.304 1.017 -0.297 0.087
C -0.771597 -0.793721 0.396604 -0.492 -2.206 0.402 -0.444
O -1.219677 -0.039451 -0.646846 -0.274 -0.108 0.585 0.020
C -0.159257 0.712999 -1.180206 2.952 -0.223 0.251 -0.134
C 0.920473 0.722939 -0.036016 0.212 1.247 0.312 -0.129
C 0.659023 -0.468441 0.868404 -1.459 0.528 -1.331 -0.051
H -0.356107 1.675899 -1.651546 -0.866 0.183 0.923 0.106
H 0.290583 0.190249 -2.024276 -0.162 -0.567 -0.120 0.105
H 0.754473 1.553619 0.649934 -0.021 0.536 -0.537 0.100
H 1.945923 0.804739 -0.396356 -0.299 -0.102 -0.117 0.091
H 0.604403 -0.173591 1.916344 0.176 -0.207 -0.065 0.105
H 1.319203 -1.319661 0.702004 -0.204 -0.078 0.075 0.108
O 2.715443 -2.239441 4.417224 2.672 -1.182 -0.784 0.074
C 3.589303 -2.840141 3.763194 -1.927 3.778 2.792 -0.467
O 3.180833 -3.622941 2.834574 -1.879 -1.786 -1.970 0.039
C 4.169643 -4.117731 1.984804 2.092 0.141 -0.234 -0.146
C 5.476263 -3.794311 2.724944 0.421 -1.051 0.975 -0.142
C 5.107193 -2.710911 3.751954 -0.122 -0.550 -0.663 -0.041
H 4.239723 -3.576221 1.041434 -0.851 -0.100 -0.215 0.123
H 4.036423 -5.191011 1.849034 -0.148 0.198 -0.210 0.133
H 6.333393 -3.582961 2.085614 -0.229 0.166 -0.022 0.109
H 5.728213 -4.675111 3.315544 0.270 -0.154 -0.126 0.112
H 5.428863 -1.739661 3.376054 -0.300 0.220 0.437 0.114
H 5.524313 -2.935371 4.733644 -0.052 0.382 -0.080 0.129
```
Positions in Å, forces in eV/Å.

* total energy: -109448.51490 eV
* strongest force on any atom: 0.1057 hartree/bohr
* orbital gap: 0.35986 hartree
* HOMO energy: -9.545 eV
* energy relative to the best compared isomer or geometry (same formula, charge and spin): 0.0 kcal/mol